(1)
Density functional theory data (ωB97M-V with the def2-TZVPD basis set) for a molecular structure, C11H19ClIIrNOP at a distorted geometry.

Structure (XYZ):
```
36
C11H19ClIIrNOP, DFT ωB97M-V with the def2-TZVPD basis set
C 0.51 -2.62 -1.88
I -2.45 -2.53 -0.27
H -0.15 -3.36 -2.41
H 1.18 -3.28 -1.27
H 0.85 -1.98 -2.69
Ir -0.29 -1.17 -0.86
P -0.28 0.73 -2.21
C 1.35 1.01 -2.99
C -1.40 0.26 -3.56
H -1.66 2.41 -1.14
H -1.04 3.02 -2.69
H 0.02 2.97 -1.28
C -0.78 2.44 -1.79
H -2.40 0.14 -3.15
H -1.42 1.04 -4.33
H 1.29 1.62 -3.89
H 1.83 0.07 -3.26
H -1.08 -0.68 -4.01
H 2.00 1.54 -2.28
C 1.53 -1.03 -0.39
O 2.70 -1.04 -0.35
Cl -2.42 0.28 -0.05
N 0.24 0.65 1.14
C 0.16 0.23 2.46
C 1.32 -0.20 3.09
C 1.28 -0.63 4.42
C 0.05 -0.62 5.11
C -1.11 -0.22 4.45
C -1.05 0.21 3.13
H 1.18 0.94 0.89
H -0.43 1.36 0.87
H 2.26 -0.14 2.54
H 2.21 -0.91 4.91
H 0.02 -0.90 6.15
H -2.08 -0.18 4.98
H -1.94 0.58 2.58
```

Values from the calculation:
Highest occupied orbital energy (alpha / beta) (eV): -18.59 / -20.12
Total charge: +3
Electronic energy (hartree): -1762.83043
Frontier orbital gap (alpha / beta) (eV): 6.97 / 5.06
Relative energy (zero: lowest compared OMol25 entry of this formula, charge and spin) (kJ/mol): 0.0
<S²>: 8.78
Spin multiplicity: 6

***

(2)
Density functional theory data (ωB97M-V with the def2-TZVPD basis set) for a single C23H36N2O3 molecule.

Structure (XYZ):
```
64
C23H36N2O3, DFT ωB97M-V with the def2-TZVPD basis set
C 4.00 3.08 -0.08
C 2.67 3.71 0.31
C 1.48 2.83 -0.10
C 0.14 3.41 0.35
C -0.26 4.64 -0.45
C -0.26 4.31 -1.94
C 1.11 3.77 -2.35
N 1.45 2.62 -1.54
C 1.79 1.46 -2.16
O 1.89 1.38 -3.37
C 2.02 0.26 -1.29
C 3.25 -0.36 -1.29
C 3.45 -1.52 -0.54
C 2.41 -2.06 0.19
O 2.50 -3.19 0.96
C 3.72 -3.88 0.99
C 1.14 -1.44 0.18
O 0.19 -2.05 0.94
C -1.12 -1.52 0.99
C -1.94 -1.90 -0.24
C -3.39 -1.43 -0.06
N -3.96 -2.06 1.11
C -5.41 -2.00 1.18
C -5.99 -0.64 1.57
C -5.94 -3.09 2.11
C -3.25 -1.65 2.30
C -1.80 -2.12 2.22
C 0.97 -0.29 -0.57
H 4.11 2.10 0.38
H 4.83 3.71 0.23
H 4.06 2.95 -1.16
H 2.64 3.84 1.40
H 2.60 4.70 -0.13
H 1.63 1.86 0.38
H 0.19 3.65 1.42
H -0.63 2.64 0.22
H -1.26 4.98 -0.14
H 0.43 5.46 -0.26
H -0.50 5.19 -2.53
H -1.02 3.55 -2.14
H 1.11 3.44 -3.39
H 1.87 4.55 -2.23
H 4.07 0.05 -1.87
H 4.42 -1.98 -0.55
H 4.52 -3.27 1.40
H 3.55 -4.74 1.63
H 4.01 -4.23 -0.01
H -1.09 -0.43 1.10
H -1.93 -2.99 -0.35
H -1.52 -1.46 -1.15
H -3.97 -1.72 -0.94
H -3.40 -0.33 0.01
H -5.76 -2.24 0.17
H -7.07 -0.66 1.49
H -5.61 0.14 0.91
H -5.72 -0.38 2.59
H -7.00 -3.23 1.96
H -5.78 -2.83 3.16
H -5.43 -4.03 1.91
H -3.72 -2.10 3.17
H -3.25 -0.55 2.42
H -1.25 -1.83 3.12
H -1.77 -3.21 2.13
H 0.01 0.20 -0.61
```

Values from the calculation:
Highest occupied orbital energy (eV): -8.01
SMILES string: CC[C@H]1CCCCN1C(=O)c1ccc(OC)c(OC2CCN(C(C)C)CC2)c1
Total charge: 0
Electronic energy (hartree): -1233.25075
Frontier orbital gap (eV): 8.70
Relative energy (zero: lowest compared OMol25 entry of this formula, charge and spin) (kJ/mol): 121.4

***

(3)
Density functional theory data (ωB97M-V with the def2-TZVPD basis set) for 8 unconnected molecules or ions with the total composition C8H32N16O8 at a distorted geometry.

Structure (XYZ):
```
64
C8H32N16O8, DFT ωB97M-V with the def2-TZVPD basis set
N 0.28 -17.18 2.49
C 1.27 -17.17 1.70
N 1.49 -15.90 1.37
O 1.97 -18.10 1.28
H -0.12 -16.28 2.73
H -0.16 -18.03 2.82
H 0.72 -15.26 1.42
H 2.36 -15.80 0.85
N 0.51 -1.76 -0.98
C -0.69 -2.18 -1.21
N -1.42 -1.31 -1.83
O -1.03 -3.30 -0.99
H 0.88 -0.86 -1.22
H 1.21 -2.49 -0.95
H -1.20 -0.32 -1.79
H -2.40 -1.53 -1.89
N -1.49 -8.92 0.28
C -1.34 -9.22 1.50
N -1.37 -8.06 2.13
O -1.34 -10.36 1.96
H -1.63 -9.71 -0.33
H -1.37 -8.02 -0.15
H -1.32 -7.24 1.54
H -1.25 -8.00 3.13
N -7.91 -5.38 0.16
C -8.30 -6.53 0.73
N -7.58 -7.52 0.31
O -9.24 -6.72 1.48
H -7.11 -5.36 -0.45
H -8.52 -4.58 0.19
H -6.59 -7.37 0.15
H -7.95 -8.40 0.65
N 2.01 -3.18 5.64
C 1.73 -2.89 6.87
N 1.75 -1.65 7.14
O 1.40 -3.73 7.72
H 2.35 -2.63 4.86
H 2.20 -4.15 5.47
H 2.01 -1.09 6.34
H 1.82 -1.36 8.10
N -4.79 -3.29 7.21
C -5.51 -2.82 8.13
N -5.13 -3.23 9.35
O -6.41 -1.97 7.98
H -4.83 -2.76 6.35
H -4.48 -4.24 7.27
H -5.58 -3.06 10.23
H -4.42 -3.95 9.42
N -4.34 -15.15 -0.93
C -5.60 -14.85 -1.01
N -6.12 -14.37 0.09
O -6.26 -15.07 -2.01
H -3.87 -14.91 -0.07
H -3.89 -15.69 -1.66
H -7.08 -14.15 0.30
H -5.44 -14.43 0.83
N -3.19 -13.83 7.48
C -4.29 -14.61 7.60
N -4.24 -15.44 8.58
O -5.22 -14.42 6.78
H -3.27 -13.10 6.79
H -2.44 -14.23 8.03
H -4.95 -16.07 8.92
H -3.52 -15.25 9.26
```

Values from the calculation:
Highest occupied orbital energy (eV): -9.49
SMILES string: NC(N)=O.NC(N)=O.NC(N)=O.NC(N)=O.NC(N)=O.NC(N)=O.NC(N)=O.NC(N)=O
Total charge: 0
Electronic energy (hartree): -1802.16062
Frontier orbital gap (eV): 9.39
Relative energy (zero: lowest compared OMol25 entry of this formula, charge and spin) (kJ/mol): 703.3

***

(4)
Density functional theory data (ωB97M-V with the def2-TZVPD basis set) for a molecular structure, C4H9NO at a distorted geometry.

Structure (XYZ):
```
15
C4H9NO, DFT ωB97M-V with the def2-TZVPD basis set
C -1.98 -0.05 -0.08
N -0.58 -0.01 -0.30
C 0.41 -1.00 0.15
C 1.36 0.05 -0.44
O 2.73 0.10 -0.14
C 0.35 1.07 0.10
H -2.23 -0.02 0.98
H -2.44 0.81 -0.60
H -2.37 -0.97 -0.53
H 0.38 -1.99 -0.31
H 0.42 -1.07 1.25
H 0.60 0.00 -1.40
H 2.84 0.13 0.83
H 0.35 1.19 1.20
H 0.25 2.03 -0.40
```

Values from the calculation:
Highest occupied orbital energy (eV): -8.72
Total charge: 0
Electronic energy (hartree): -287.67667
Frontier orbital gap (eV): 9.63
Relative energy (zero: lowest compared OMol25 entry of this formula, charge and spin) (kJ/mol): 409.0

***

(5)
Density functional theory data (ωB97M-V with the def2-TZVPD basis set) for a molecular structure, C17H17FN3O3 at a distorted geometry.

Structure (XYZ):
```
41
C17H17FN3O3, DFT ωB97M-V with the def2-TZVPD basis set
C 2.06 4.42 1.40
H 2.37 4.55 0.26
H 0.97 4.43 1.37
H 2.62 5.10 1.98
O 2.55 3.22 1.59
C 2.04 2.16 1.18
C 1.14 2.28 0.16
C 0.86 0.86 -0.62
C 1.28 -0.34 -0.07
C 2.01 -0.35 1.03
C 2.52 0.66 1.79
H 3.28 0.74 2.52
O 2.43 -1.50 1.27
C 3.25 -1.86 2.61
H 3.49 -2.88 2.56
H 4.22 -1.23 2.48
H 2.75 -1.23 3.41
N 0.73 -1.52 -0.54
C -0.52 -2.23 -0.09
N -0.51 -2.99 0.97
C -1.74 -3.22 1.21
C -2.65 -2.23 0.68
O -3.85 -2.11 0.55
N -1.76 -1.52 -0.17
C -1.93 -0.83 -1.44
C -3.10 0.31 -1.08
C -3.51 1.39 -2.11
C -2.97 0.98 -3.29
C -2.05 0.27 -3.52
C -1.70 -0.64 -2.62
F -0.64 -1.74 -2.93
H -1.54 0.08 -4.72
H -3.36 1.78 -4.06
H -4.20 2.10 -1.84
H -3.43 0.49 -0.05
H -2.15 -4.43 1.15
H -1.85 -3.12 2.19
H 0.57 -1.53 -1.42
H 1.48 -2.31 -0.22
H 0.17 0.90 -1.22
H 0.69 3.10 -0.32
```

Values from the calculation:
Highest occupied orbital energy (eV): -11.75
Total charge: +1
Electronic energy (hartree): -1147.02738
Frontier orbital gap (eV): 7.92

***

(6)
Density functional theory data (ωB97M-V with the def2-TZVPD basis set) for a molecular structure, C31H17N6O5PbS5 at a distorted geometry.

Structure (XYZ):
```
65
C31H17N6O5PbS5, DFT ωB97M-V with the def2-TZVPD basis set
Pb -0.06 -1.46 0.65
O -1.40 4.47 4.85
C -0.33 4.28 4.29
O 0.69 4.96 4.19
C -0.24 2.88 3.54
C -1.33 2.04 3.44
C -1.20 0.84 2.74
N -0.04 0.46 2.19
C 1.04 1.23 2.35
C 0.97 2.45 3.01
C 2.31 0.71 1.83
C 3.46 1.49 1.71
C 4.62 0.90 1.24
C 4.62 -0.44 0.91
C 3.43 -1.14 1.03
N 2.32 -0.58 1.48
C -2.32 -0.11 2.64
C -3.64 0.27 2.91
C -4.63 -0.69 2.92
C -4.28 -2.01 2.69
C -2.96 -2.30 2.39
N -2.01 -1.38 2.34
H -2.25 2.34 3.91
H 1.82 3.11 3.14
H 3.44 2.54 1.95
H 5.53 1.49 1.13
H 5.51 -0.93 0.54
H 3.34 -2.18 0.76
H -3.88 1.31 3.08
H -5.65 -0.41 3.13
H -5.02 -2.80 2.71
H -2.66 -3.31 2.15
S -2.88 -3.70 -0.98
C -2.44 -2.57 -2.29
C -2.50 -3.15 -3.55
C -2.34 -2.37 -4.69
C -2.37 -2.97 -5.97
N -2.39 -3.46 -7.01
C -2.14 -0.98 -4.55
C -2.08 -0.42 -3.29
C -2.21 -1.20 -2.13
S -2.11 -0.35 -0.62
C -2.03 -0.17 -5.70
N -1.95 0.49 -6.64
H -2.66 -4.21 -3.64
H -1.92 0.64 -3.17
O 1.49 -3.61 -0.16
S 0.43 -3.91 -1.11
O 0.07 -2.77 -1.93
O 0.51 -5.16 -1.79
S -1.23 -4.04 0.23
S 3.57 -0.03 -2.52
C 2.21 -0.86 -1.84
N 1.38 -0.14 -1.19
C 1.73 1.19 -1.17
C 1.03 2.23 -0.58
C 1.58 3.50 -0.63
C 2.80 3.74 -1.26
C 3.48 2.73 -1.90
C 2.94 1.45 -1.85
H 2.10 -1.92 -1.95
H 0.09 2.03 -0.10
H 1.06 4.32 -0.15
H 3.21 4.74 -1.27
H 4.41 2.91 -2.42
```

Values from the calculation:
Highest occupied orbital energy (eV): -5.54
Total charge: -1
Electronic energy (hartree): -4080.26754
Frontier orbital gap (eV): 6.96
Relative energy (zero: lowest compared OMol25 entry of this formula, charge and spin) (kJ/mol): 25.8

***

(7)
Density functional theory data (ωB97M-V with the def2-TZVPD basis set) for a molecular structure, C19H42CrP2Si at a distorted geometry.

Structure (XYZ):
```
65
C19H42CrP2Si, DFT ωB97M-V with the def2-TZVPD basis set
P -0.83 1.77 -0.82
P 0.23 -1.45 0.89
C 0.49 0.56 -1.23
C 0.36 -0.94 -0.86
H 1.48 0.96 -0.98
H 0.38 0.62 -2.31
H -0.39 -1.47 -1.48
H 1.31 -1.43 -1.01
C 1.84 -1.25 1.64
H 1.76 -1.65 2.67
H 2.11 -0.18 1.72
H 2.59 -1.80 1.06
C -0.44 -3.10 0.93
H 0.35 -3.79 0.60
H -1.32 -3.16 0.28
H -0.74 -3.30 1.96
C -0.14 3.42 -0.84
H -0.88 4.06 -0.35
H 0.04 3.72 -1.88
H 0.80 3.45 -0.25
C -2.18 1.49 -1.95
H -2.53 0.45 -1.89
H -1.86 1.74 -2.97
H -3.00 2.15 -1.61
Cr -0.88 0.50 1.05
C 2.08 -1.90 -3.05
C 3.04 -1.36 -2.30
C 4.14 -0.52 -2.84
C 3.66 0.56 -3.83
C 2.26 1.07 -3.57
C 1.16 0.58 -4.17
C 1.16 -0.60 -5.07
C 2.00 -1.78 -4.56
C -2.25 2.10 1.41
H 1.39 -2.68 -2.66
H 3.26 -1.74 -1.29
H 4.88 -1.15 -3.37
H 4.71 -0.03 -2.04
H 4.37 1.39 -3.78
H 3.76 0.18 -4.87
H 2.23 2.01 -2.98
H 0.24 1.18 -4.24
H 1.53 -0.33 -6.07
H 0.13 -0.96 -5.24
H 1.56 -2.70 -4.97
H 3.01 -1.75 -5.01
H -3.17 1.64 1.81
H -2.61 2.84 0.67
H -1.85 2.70 2.24
C -1.06 0.27 5.92
Si -2.35 0.04 4.55
C -3.53 -1.29 5.22
C -3.38 1.61 4.57
C -1.52 -0.48 2.88
H -1.51 0.54 6.89
H -0.34 1.06 5.67
H -0.48 -0.64 6.10
H -4.01 -1.03 6.18
H -4.34 -1.49 4.52
H -3.01 -2.24 5.39
H -2.80 2.50 4.30
H -4.21 1.55 3.86
H -3.83 1.81 5.55
H -0.68 -1.05 3.32
H -2.18 -1.28 2.50
```

Values from the calculation:
Highest occupied orbital energy (alpha / beta) (eV): -5.55 / -6.14
Total charge: 0
Electronic energy (hartree): -2765.54831
Frontier orbital gap (alpha / beta) (eV): 5.91 / 6.42
Relative energy (zero: lowest compared OMol25 entry of this formula, charge and spin) (kJ/mol): 0.0
<S²>: 6.05
Spin multiplicity: 5

***

(8)
Density functional theory data (ωB97M-V with the def2-TZVPD basis set) for a single C8H15N3O5 molecule at a distorted geometry.

Structure (XYZ):
```
31
C8H15N3O5, DFT ωB97M-V with the def2-TZVPD basis set
C -4.62 -0.14 -0.52
C -3.42 -0.71 0.24
O -3.07 -2.10 -0.12
C -2.09 -0.06 -0.31
N -0.79 -1.03 -0.07
C 0.58 -0.86 0.00
O 1.35 -1.78 0.58
C 1.36 0.44 -0.52
N 1.63 1.28 0.70
C 2.79 0.23 -1.14
C 4.00 -0.02 -0.28
N 4.13 -1.25 0.41
O 4.95 0.74 -0.12
C -1.92 1.41 0.39
O -1.65 1.55 1.58
O -2.15 2.37 -0.52
H -5.48 -0.84 -0.24
H -4.46 0.20 -1.57
H -4.80 0.86 -0.08
H -3.47 -0.77 1.28
H -4.09 -2.58 -0.10
H -2.28 0.02 -1.51
H -1.39 -1.93 0.00
H 0.71 1.00 -1.36
H 0.76 2.14 0.79
H 2.78 1.59 0.38
H 2.49 -0.48 -1.75
H 2.95 1.07 -1.92
H 4.70 -1.23 1.31
H 3.35 -1.82 0.35
H -2.09 1.78 -1.28
```

Values from the calculation:
Highest occupied orbital energy (eV): -9.08
SMILES string: C[C@@H](O)[C@H](NC(=O)[C@@H](N)CC(N)=O)C(=O)O
Total charge: 0
Electronic energy (hartree): -854.11876
Frontier orbital gap (eV): 9.03
Relative energy (zero: lowest compared OMol25 entry of this formula, charge and spin) (kJ/mol): 666.5

***

(9)
Density functional theory data (ωB97M-V with the def2-TZVPD basis set) for 2 unconnected molecules or ions with the total composition C2H4F2S at a distorted geometry.

Structure (XYZ):
```
9
C2H4F2S, DFT ωB97M-V with the def2-TZVPD basis set
C -0.74 0.30 0.24
C 1.88 0.49 0.07
F 2.22 1.38 1.07
F 1.96 1.14 -1.08
S 2.49 -1.07 0.17
H -0.64 -0.70 0.59
H -0.79 1.18 0.92
H -1.28 0.52 -0.65
H 1.61 -1.55 -0.83
```

Values from the calculation:
Highest occupied orbital energy (alpha / beta) (eV): -8.80 / -8.25
Total charge: 0
Electronic energy (hartree): -676.37405
Frontier orbital gap (alpha / beta) (eV): 8.97 / 8.33
Relative energy (zero: lowest compared OMol25 entry of this formula, charge and spin) (kJ/mol): 397.2

***

(10)
Density functional theory data (ωB97M-V with the def2-TZVPD basis set) for a molecular structure, C3H9GaI at a distorted geometry.

Structure (XYZ):
```
14
C3H9GaI, DFT ωB97M-V with the def2-TZVPD basis set
C 1.68 0.65 0.17
C 0.94 -0.67 -0.07
I 0.86 -1.77 1.79
C -0.40 -0.48 -0.77
Ga -1.99 0.34 0.26
H 1.54 1.02 1.18
H 1.32 1.40 -0.54
H 2.75 0.51 -0.01
H 1.58 -1.30 -0.68
H -0.17 0.15 -1.63
H -0.72 -1.45 -1.15
H -3.29 0.14 -0.70
H -1.81 1.92 0.51
H -2.30 -0.46 1.62
```

Values from the calculation:
Highest occupied orbital energy (eV): -4.60
Total charge: -1
Electronic energy (hartree): -2342.15853
Frontier orbital gap (eV): 7.57
Relative energy (zero: lowest compared OMol25 entry of this formula, charge and spin) (kJ/mol): 0.0

***

(11)
Density functional theory data (ωB97M-V with the def2-TZVPD basis set) for a molecular structure, C7H14OPSTc at a distorted geometry.

Structure (XYZ):
```
25
C7H14OPSTc, DFT ωB97M-V with the def2-TZVPD basis set
C 0.09 1.17 -1.80
C -0.91 0.29 -2.49
C -0.47 -1.05 -2.54
C 0.78 -1.16 -1.88
C 1.23 0.15 -1.38
Tc 0.74 1.64 0.22
P -0.31 3.62 0.01
H 0.34 2.10 -2.35
H -1.87 0.69 -2.84
H -1.04 -1.88 -2.94
H 2.31 0.38 -1.52
H 1.34 -2.08 -1.73
H -1.44 3.84 0.85
H -0.92 3.87 -1.27
H 0.32 4.88 0.17
C 0.06 -1.18 3.40
S 0.89 -1.15 1.80
C -0.08 -2.49 1.06
O 0.10 0.21 1.34
H 0.44 -1.99 4.03
H -1.01 -1.33 3.20
H 0.22 -0.22 3.88
H -0.93 -2.71 1.71
H -0.41 -2.23 0.06
H 0.57 -3.37 1.02
```

Values from the calculation:
Highest occupied orbital energy (alpha / beta) (eV): -10.52 / -11.00
Total charge: +1
Electronic energy (hartree): -1170.23650
Frontier orbital gap (alpha / beta) (eV): 6.26 / 7.09
Relative energy (zero: lowest compared OMol25 entry of this formula, charge and spin) (kJ/mol): 0.0
<S²>: 3.90
Spin multiplicity: 4

***

Q: What is the total charge in the fourth record?
A: 0

***

Q: electronic energy of number 10 (C3H9GaI)?
A: -2342.15853 hartree

***

Q: Which formula does entry 7 have?
A: C19H42CrP2Si